Record 1
The following is a DFT calculation (ωB97M-V/def2-TZVPD) of an isolated ion of composition C5H9N2S2 and charge +1 at a distorted geometry.

The geometry in XYZ format:
```
18
Properties=species:S:1:pos:R:3:forces:R:3:lowdin_charge:R:1
C -0.001 -0.920 -0.741 -0.229 -3.145 0.782 -0.251
C -0.296 0.787 1.742 -0.532 0.622 -0.426 -0.580
C -0.271 -3.349 -1.323 -2.027 -0.027 -1.764 -0.058
C -2.113 1.471 -0.340 0.751 0.989 -1.485 -0.213
C 2.337 1.861 1.453 -1.130 1.137 0.068 -0.353
N 0.313 0.254 -0.619 0.943 2.731 -0.800 -0.205
N -0.062 -2.100 -0.691 0.732 1.768 -0.630 0.117
S -0.341 1.569 0.079 -0.640 -0.682 0.950 0.961
S 1.153 0.952 2.428 -0.528 -0.608 0.155 0.935
H 0.551 -4.047 -1.238 0.401 0.340 -0.273 0.095
H -0.759 -3.245 -2.382 1.451 -0.157 1.777 0.140
H -1.052 -3.733 -0.718 -0.863 -1.098 0.390 0.073
H -2.200 2.215 -1.194 0.023 -1.094 0.754 0.079
H -2.829 1.829 0.429 0.722 -0.909 -0.138 0.088
H -2.066 0.434 -0.728 -1.395 0.600 0.471 0.051
H 1.910 2.514 0.660 0.141 0.172 1.201 0.040
H 2.896 1.193 0.874 1.363 -1.261 -0.268 0.033
H 2.831 2.314 2.308 0.819 0.622 -0.766 0.046
```
Positions in Å, forces in eV/Å.

SMILES string: C[N+]#C/N=S(\C)#CSC
Highest occupied orbital energy, eV: -13.203
Energy above the lowest of the compared OMol25 structures with the same formula, charge and spin, kcal/mol: 137.6
Multiplicity: 1
Total charge: +1

Record 2
The following is a DFT calculation (ωB97M-V/def2-TZVPD) of C36H43CeCl2N2OP3S as an isolated structure at a distorted geometry.

The geometry in XYZ format:
```
89
Properties=species:S:1:pos:R:3:forces:R:3:lowdin_charge:R:1
P 1.334 1.007 -2.691 0.246 0.453 -2.010 1.104
C 3.001 1.189 -3.482 0.512 -0.079 0.294 -0.385
C 3.410 0.543 -4.663 0.116 0.245 0.215 -0.081
H 2.746 -0.153 -5.174 0.121 0.184 0.132 0.103
C 4.678 0.794 -5.205 -0.067 0.091 0.190 -0.066
H 4.976 0.297 -6.132 -0.107 0.180 0.370 0.113
C 5.555 1.678 -4.568 -0.270 0.021 0.139 -0.068
H 6.542 1.877 -4.994 -0.371 -0.078 0.169 0.113
C 5.160 2.312 -3.381 -0.010 -0.069 -0.122 -0.076
H 5.837 3.006 -2.879 -0.189 -0.237 -0.168 0.110
C 3.900 2.063 -2.837 -0.057 -0.380 -0.453 -0.119
H 3.595 2.550 -1.911 0.106 0.014 -0.147 0.095
C 0.659 -0.359 -3.743 -0.248 -0.345 0.209 -0.391
C 0.965 -1.670 -3.327 -0.316 0.217 -0.354 -0.132
H 1.534 -1.817 -2.409 -0.028 -0.029 -0.173 0.091
C 0.565 -2.766 -4.093 -0.087 0.066 -0.055 -0.088
H 0.831 -3.774 -3.769 -0.089 0.257 -0.142 0.105
C -0.167 -2.571 -5.272 0.074 0.095 0.131 -0.075
H -0.479 -3.432 -5.870 0.125 0.313 0.211 0.112
C -0.496 -1.276 -5.681 0.089 -0.005 0.178 -0.064
H -1.067 -1.114 -6.600 0.230 -0.083 0.367 0.115
C -0.088 -0.172 -4.920 0.093 -0.276 0.142 -0.075
H -0.348 0.831 -5.258 0.110 -0.230 0.116 0.106
C 0.487 2.444 -3.507 -0.275 0.355 0.338 -0.379
C 1.021 3.196 -4.569 -0.246 -0.029 0.114 -0.073
H 2.021 2.987 -4.951 -0.280 -0.011 0.138 0.106
C 0.274 4.224 -5.158 -0.115 -0.144 0.228 -0.060
H 0.699 4.794 -5.989 -0.162 -0.211 0.333 0.115
C -1.011 4.516 -4.688 0.078 -0.202 0.101 -0.069
H -1.599 5.313 -5.153 0.224 -0.314 0.197 0.113
C -1.542 3.785 -3.616 0.067 -0.005 -0.060 -0.081
H -2.545 4.006 -3.246 0.307 -0.004 -0.106 0.106
C -0.792 2.772 -3.016 0.361 0.199 -0.534 -0.122
H -1.194 2.226 -2.160 0.004 0.138 -0.131 0.077
Ce 0.353 -0.291 3.243 0.905 0.383 1.642 0.345
C -1.678 -1.395 2.569 -0.572 -0.475 -0.375 -0.183
C -2.116 -1.557 1.306 0.283 0.252 0.808 -0.344
H -2.239 -1.819 3.426 0.107 0.294 -0.603 0.034
C -1.294 -1.065 0.126 -0.923 0.502 -0.994 -0.361
O -2.169 -0.195 -0.648 0.705 -0.385 0.241 -0.041
H -1.692 0.172 -1.420 -0.106 -0.382 0.373 0.094
C -0.046 -0.326 0.480 2.243 1.065 -0.481 -0.152
H -1.026 -1.930 -0.514 0.219 0.329 0.273 0.153
C 0.992 0.325 0.256 -1.850 -0.994 0.181 0.104
Cl -0.263 -1.628 5.389 0.107 0.067 -0.571 0.228
Cl 2.871 0.123 3.600 -0.889 -0.150 -0.316 0.162
P 1.570 -2.963 2.842 0.440 -0.021 0.349 0.708
C 2.496 -3.481 4.331 -0.093 0.154 0.030 -0.259
H 1.799 -3.661 5.157 0.166 0.006 -0.186 0.033
H 3.193 -2.688 4.626 -0.108 -0.191 -0.067 0.039
H 3.051 -4.398 4.101 -0.081 0.171 0.083 0.064
C 0.588 -4.448 2.480 -0.261 0.130 -0.112 -0.246
H 0.042 -4.289 1.540 0.101 -0.198 0.207 0.037
H -0.130 -4.605 3.296 0.179 -0.051 -0.234 0.055
H 1.261 -5.310 2.388 -0.268 0.150 0.017 0.065
C 2.861 -2.977 1.559 -0.157 0.068 -0.085 -0.249
H 3.592 -2.189 1.780 -0.122 -0.244 -0.103 0.040
H 2.397 -2.779 0.584 0.239 -0.089 0.135 0.041
H 3.342 -3.964 1.560 -0.002 0.270 -0.125 0.063
P -3.727 -2.326 0.932 0.217 0.201 -0.471 0.903
C -4.329 -3.280 2.323 0.009 -0.186 0.278 -0.165
C -3.498 -3.412 -0.485 -0.036 -0.068 0.089 -0.154
H -4.388 -2.649 3.221 -0.023 -0.197 -0.258 0.072
H -3.670 -4.139 2.518 -0.165 0.313 -0.050 0.078
H -5.337 -3.660 2.089 0.321 0.182 0.023 0.084
H -3.053 -2.853 -1.314 -0.114 -0.060 0.090 0.068
H -4.470 -3.808 -0.797 0.148 0.037 0.014 0.079
H -2.845 -4.244 -0.204 -0.087 0.109 -0.078 0.073
C -4.931 -1.062 0.500 -0.018 0.114 0.049 -0.152
H -5.169 -0.464 1.387 0.051 -0.092 -0.145 0.078
H -5.848 -1.532 0.126 0.155 0.021 0.091 0.078
H -4.500 -0.415 -0.270 -0.096 -0.156 0.165 0.059
H 1.873 0.923 -0.024 -0.748 -0.606 0.708 0.060
N 1.245 0.771 6.708 -0.239 0.200 -0.126 0.107
C 0.508 1.725 6.119 -0.289 0.286 -0.560 -0.659
N -0.024 1.653 4.890 0.283 -0.673 0.294 -0.069
C -0.774 2.803 4.591 -0.054 0.482 0.395 -0.295
C -1.487 3.055 3.407 0.324 0.090 0.615 -0.024
C -2.142 4.285 3.268 0.131 -0.312 0.003 -0.068
C -2.119 5.242 4.289 0.305 -0.295 0.392 -0.059
C -1.427 4.980 5.481 -0.056 -0.041 -0.287 -0.062
C -0.758 3.768 5.624 -0.191 0.003 -0.708 -0.446
S 0.209 3.219 6.982 -0.275 -0.264 -0.660 1.145
H 1.550 0.970 7.653 0.011 -0.369 -0.217 0.117
H 1.110 -0.198 6.410 0.205 0.484 0.309 -0.004
H -1.508 2.285 2.627 -0.124 0.373 0.055 0.098
H -2.678 4.501 2.347 0.078 -0.053 0.174 0.111
H -2.638 6.194 4.161 0.177 -0.343 0.046 0.118
H -1.391 5.697 6.294 -0.108 0.063 -0.176 0.118
```
Positions in Å, forces in eV/Å.

Highest occupied orbital energy (spin up / spin down), eV: -12.398 / -12.398
Multiplicity: 1
Total charge: +2

Record 3
The following is a DFT calculation (ωB97M-V/def2-TZVPD) of C41H45BMnN11OS2 as an isolated structure.

The geometry in XYZ format:
```
102
Properties=species:S:1:pos:R:3:forces:R:3:lowdin_charge:R:1
Mn -0.472 0.908 -1.555 -0.175 0.455 -0.367 0.646
C -5.491 -2.375 2.442 -0.017 0.009 -0.007 -0.068
C -5.616 -0.939 1.934 0.028 0.037 -0.060 -0.559
C -5.794 -0.009 3.141 -0.008 -0.014 0.008 -0.047
C -6.848 -0.845 1.024 -0.012 -0.011 0.016 -0.037
C -4.391 -0.498 1.142 0.091 0.056 -0.039 -0.142
C -4.312 0.799 0.632 -0.001 -0.079 -0.026 0.013
C -3.209 1.186 -0.102 0.002 -0.120 0.017 -0.086
N -2.189 0.364 -0.341 -0.191 -0.559 0.591 0.036
C -2.246 -0.891 0.123 0.264 0.008 -0.236 -0.157
C -3.327 -1.351 0.868 -0.039 0.242 -0.125 0.058
C -1.098 -1.789 -0.260 -0.171 0.303 -0.075 -0.196
C -0.957 -3.062 0.269 0.178 0.042 -0.193 0.043
C 0.107 -3.872 -0.126 0.005 0.126 -0.024 -0.147
C 0.976 -3.347 -1.078 -0.080 0.006 0.017 0.014
C 0.767 -2.066 -1.562 -0.058 -0.045 0.075 -0.148
N -0.226 -1.292 -1.153 -0.278 -0.214 0.550 0.012
C 0.261 -5.264 0.475 0.001 0.014 -0.063 -0.558
C 1.535 -5.956 -0.009 -0.016 -0.026 -0.001 -0.068
C 0.318 -5.156 2.004 0.016 0.000 -0.002 -0.045
C -0.951 -6.110 0.061 0.012 -0.018 0.009 -0.036
H -6.378 -2.629 3.025 -0.011 -0.004 0.000 0.084
H -4.620 -2.501 3.088 0.025 0.004 0.030 0.086
H -5.420 -3.089 1.620 -0.001 -0.014 -0.029 0.089
H -6.668 -0.317 3.718 -0.017 0.004 0.014 0.084
H -5.942 1.026 2.835 -0.006 0.020 -0.018 0.077
H -4.921 -0.045 3.794 0.023 -0.012 0.017 0.091
H -7.738 -1.163 1.569 -0.017 -0.006 0.010 0.085
H -6.734 -1.481 0.145 0.007 -0.017 -0.019 0.098
H -7.012 0.174 0.675 0.001 0.027 -0.010 0.082
H -5.115 1.509 0.771 -0.022 0.002 0.035 0.115
H -3.131 2.175 -0.538 -0.005 -0.023 0.038 0.109
H -3.355 -2.373 1.202 0.014 -0.059 0.016 0.093
H -1.669 -3.430 0.989 -0.037 0.000 0.047 0.104
H 1.807 -3.917 -1.466 0.031 -0.018 0.022 0.106
H 1.418 -1.648 -2.321 0.009 0.006 0.032 0.106
H 2.425 -5.374 0.231 0.020 0.013 0.021 0.087
H 1.516 -6.130 -1.085 -0.010 0.008 -0.028 0.087
H 1.626 -6.926 0.482 0.002 -0.017 0.001 0.084
H 1.164 -4.544 2.320 0.024 0.013 0.003 0.091
H 0.433 -6.150 2.440 0.000 -0.028 0.012 0.084
H -0.589 -4.714 2.415 -0.025 0.011 0.006 0.076
H -1.037 -6.164 -1.024 0.009 0.000 -0.025 0.097
H -1.880 -5.689 0.446 -0.028 0.012 0.011 0.081
H -0.850 -7.124 0.453 -0.002 -0.016 0.013 0.085
B 1.129 3.540 0.738 0.020 -0.008 -0.005 -0.426
N 0.960 2.086 1.262 -0.002 0.119 -0.140 -0.075
C 1.177 1.725 2.531 -0.072 0.010 0.093 -0.105
C 1.298 0.350 2.591 0.051 0.035 -0.013 -0.073
C 1.148 -0.052 1.265 -0.020 -0.003 0.005 -0.170
N 0.939 0.996 0.464 0.096 -0.078 -0.095 0.027
N 0.041 3.952 -0.300 -0.038 -0.065 0.155 -0.079
C -0.301 5.225 -0.524 -0.027 0.053 0.034 -0.108
C -1.135 5.279 -1.624 0.017 -0.018 -0.012 -0.065
C -1.251 3.950 -2.022 -0.054 0.003 0.027 -0.183
N -0.540 3.154 -1.218 0.066 -0.084 -0.084 -0.012
H 2.231 3.649 0.231 -0.023 -0.052 -0.047 0.064
H 1.006 4.271 1.694 0.079 0.023 -0.028 0.071
H 1.244 2.476 3.298 0.013 0.042 0.050 0.114
H 1.476 -0.262 3.456 0.003 -0.033 0.045 0.085
H 1.181 -1.049 0.863 -0.012 -0.049 -0.005 0.084
H 0.082 6.003 0.114 0.004 0.040 0.037 0.113
H -1.594 6.144 -2.068 -0.017 0.038 -0.010 0.086
H -1.823 3.529 -2.833 -0.031 -0.022 -0.033 0.030
S -1.549 -1.825 -3.931 -0.068 0.160 -0.165 0.492
C -2.616 -0.487 -3.965 -0.018 -0.181 0.176 -1.167
S -2.125 1.130 -3.499 0.198 -0.043 -0.053 0.549
C -3.947 -0.648 -4.358 -0.105 0.010 -0.029 -0.439
C -4.885 0.425 -4.355 0.135 -0.148 -0.031 -0.315
N -5.680 1.261 -4.371 -0.126 0.103 0.038 0.103
C -4.468 -1.916 -4.748 0.066 0.169 0.105 -0.309
N -4.948 -2.922 -5.046 -0.066 -0.127 -0.071 0.105
C 5.754 2.873 4.990 0.015 -0.001 0.022 -0.062
C 5.485 2.687 3.522 -0.009 0.036 -0.017 -0.290
C 5.035 1.471 3.024 -0.019 -0.008 -0.018 -0.054
C 4.797 1.296 1.672 -0.019 0.009 0.043 -0.025
C 4.991 2.346 0.783 -0.012 -0.039 -0.055 -0.229
N 4.668 2.122 -0.572 -0.017 0.036 -0.106 0.147
C 5.192 2.800 -1.634 -0.082 -0.113 -0.013 -0.520
O 6.109 3.593 -1.557 0.107 0.106 -0.020 0.058
N 4.653 2.503 -2.881 -0.003 0.018 -0.010 0.133
C 3.501 1.793 -3.259 -0.011 -0.038 0.013 -0.212
C 3.482 1.134 -4.489 0.009 -0.006 0.003 -0.006
C 2.343 0.470 -4.895 -0.060 0.011 0.073 -0.034
C 1.234 0.446 -4.057 0.180 0.147 0.054 -0.149
N 1.258 1.072 -2.879 0.446 -0.092 -0.182 -0.008
C 2.343 1.750 -2.493 -0.046 -0.002 -0.114 -0.065
C 5.437 3.572 1.260 -0.005 -0.024 0.009 -0.007
C 5.679 3.724 2.615 0.020 0.001 0.036 -0.040
H 4.992 2.380 5.595 -0.006 -0.008 0.006 0.074
H 5.764 3.929 5.256 0.001 0.014 0.002 0.071
H 6.721 2.451 5.275 0.011 -0.006 -0.003 0.077
H 4.861 0.644 3.702 -0.018 -0.025 0.022 0.110
H 4.437 0.344 1.304 -0.040 -0.034 -0.007 0.111
H 3.996 1.394 -0.749 -0.036 -0.002 0.002 0.122
H 5.208 2.906 -3.620 -0.056 0.003 0.053 0.146
H 4.364 1.156 -5.117 0.029 -0.007 -0.013 0.115
H 2.299 -0.040 -5.847 0.025 -0.008 -0.030 0.111
H 0.317 -0.080 -4.308 -0.002 -0.014 -0.002 0.015
H 2.261 2.289 -1.557 -0.002 -0.006 0.038 0.084
H 5.586 4.394 0.579 0.001 0.013 -0.010 0.108
H 6.020 4.687 2.977 -0.003 0.023 0.016 0.109
```
Positions in Å, forces in eV/Å.

Highest occupied orbital energy (spin up / spin down), eV: -4.000 / -3.987
<S²>: 8.754
Multiplicity: 6
Total charge: -1

Record 4
The following is a DFT calculation (ωB97M-V/def2-TZVPD) of a 2-piece molecular cluster, C5H14NOPS2 overall at a distorted geometry.

The geometry in XYZ format:
```
24
Properties=species:S:1:pos:R:3:forces:R:3:lowdin_charge:R:1
C -3.546 0.125 -0.317 1.521 0.479 -1.224 -0.090
C 0.200 0.521 0.486 1.322 -3.084 -0.320 -0.155
C 4.119 -1.156 -1.292 0.165 0.584 -2.023 -0.505
C -2.214 0.708 0.269 -1.300 -0.031 -3.086 -0.311
C -1.075 -0.268 0.174 1.148 1.860 2.443 -0.696
N 3.218 1.713 1.938 0.125 -1.237 -1.417 -0.191
O 3.315 1.682 -0.715 -0.550 1.116 -2.781 -0.336
P 3.331 1.010 0.537 1.347 -0.664 4.750 0.319
S 4.098 -0.974 0.488 -0.568 0.959 -0.339 0.637
S -1.398 -1.582 1.440 1.602 -0.534 -0.333 0.719
H -4.252 0.857 -0.702 0.254 0.409 0.055 0.064
H -3.351 -0.587 -1.188 -0.182 0.677 1.524 0.106
H -3.990 -0.281 0.521 -1.500 -1.821 1.269 0.024
H 0.109 0.811 1.491 0.926 -0.221 1.830 0.060
H 0.300 1.434 0.041 -0.376 2.434 -2.020 0.040
H 1.176 -0.027 0.107 -1.835 0.522 1.437 0.069
H 3.425 -1.872 -1.727 0.478 -0.787 0.584 0.041
H 5.095 -1.100 -1.801 0.149 -1.138 0.888 0.053
H 3.772 -0.297 -1.840 -0.736 1.116 0.672 0.009
H -2.203 1.115 1.224 -0.883 0.017 2.394 0.083
H -2.101 1.655 -0.247 1.080 -0.072 -0.926 0.109
H -0.907 -0.641 -0.754 -0.321 -1.582 -2.839 0.061
H 3.463 1.099 2.720 -0.268 0.112 -0.254 -0.015
H -0.102 -2.171 1.528 -1.598 0.887 -0.282 -0.097
```
Positions in Å, forces in eV/Å.

Highest occupied orbital energy, eV: -9.200
Energy above the lowest of the compared OMol25 structures with the same formula, charge and spin, kcal/mol: 48.3
Multiplicity: 1
Total charge: 0

Record 5
The following is a DFT calculation (ωB97M-V/def2-TZVPD) of one molecule with the formula C4H9Cl at a distorted geometry.

The geometry in XYZ format:
```
14
Properties=species:S:1:pos:R:3:forces:R:3:lowdin_charge:R:1
C -0.492 1.440 -0.690 -0.460 0.127 0.409 -0.154
C -0.361 0.082 -0.114 -0.006 -2.098 2.212 -0.806
C -0.820 -1.226 -0.849 4.670 -0.872 0.044 -0.127
C -1.247 -0.037 1.213 2.670 1.049 0.990 -0.096
H -0.085 1.440 -1.665 0.192 0.450 -1.195 0.069
H -1.538 1.589 -0.633 -1.486 0.341 -0.981 0.069
H -0.164 2.315 -0.109 0.705 -0.803 0.142 0.096
H -0.095 -1.566 -1.660 -1.530 1.146 -0.094 0.090
H -0.456 -2.055 -0.189 -0.763 0.719 0.282 0.078
H -1.856 -1.371 -0.965 -1.124 0.232 -0.698 0.055
H -2.144 -0.580 0.971 -0.351 -0.057 0.075 0.052
H -0.669 -0.595 2.065 -1.165 1.166 -1.608 0.110
H -1.484 1.027 1.490 0.075 -1.222 0.353 0.081
Cl 1.530 -0.103 0.197 -1.426 -0.180 0.069 0.482
```
Positions in Å, forces in eV/Å.

SMILES string: CC(C)(C)Cl
Highest occupied orbital energy, eV: -10.445
Energy above the lowest of the compared OMol25 structures with the same formula, charge and spin, kcal/mol: 28.1
Multiplicity: 1
Total charge: 0

no.,E (hartree)
1,-1101.365173
2,-4399.646745
3,-4239.421342
4,-1466.574679
5,-617.959353